{"formula": "C18H18AgF3IN2O2S2", "method": "ωB97M-V/def2-TZVPD", "lumo_ev": -6.08, "fmax_ha_per_bohr": 0.1104, "multiplicity": 1, "homo_lumo_gap_ev": 4.95, "charge": 1, "homo_ev": -11.030, "elements": ["N", "C", "C", "O", "C", "C", "C", "S", "C", "C", "C", "O", "C", "F", "F", "F", "C", "C", "C", "S", "C", "C", "C", "C", "C", "I", "C", "N", "H", "H", "H", "H", "H", "H", "H", "H", "H", "H", "H", "H", "H", "H", "H", "H", "H", "H", "Ag"], "xyz": [[-3.21943, -2.99067, -2.95577], [-1.94733, -3.59832, -2.41762], [-1.46684, -2.87013, -1.04554], [-1.80906, -3.81331, 0.03129], [0.11959, -2.59073, -1.13267], [0.51371, -1.04604, -0.96205], [-0.11498, 0.11988, -1.80812], [-1.38132, -0.21349, -3.10838], [0.29890, 1.62061, -1.58562], [-0.35874, 2.84822, -2.40052], [-1.78971, 3.15206, -1.68408], [-2.79473, 3.22237, -2.73096], [-1.77241, 4.43802, -0.73704], [-2.16602, 5.63477, -1.38543], [-2.67994, 4.25449, 0.36584], [-0.49222, 4.65024, -0.11331], [1.39944, 1.99572, -0.52932], [2.04056, 0.85975, 0.32603], [1.57138, -0.62929, 0.09198], [2.38765, -1.87317, 1.22972], [2.43259, -0.91561, 2.83425], [2.12672, -1.56396, 4.20875], [2.16294, -0.63117, 5.45768], [2.51326, 0.88672, 5.31132], [2.83429, 1.52713, 3.92368], [3.34181, 3.61292, 3.59819], [2.77426, 0.61408, 2.66449], [3.07096, 1.18891, 1.33726], [-3.64913, -3.68314, -3.58266], [-3.84601, -2.72744, -2.18033], [-1.16665, -3.48297, -3.26066], [-2.03792, -4.74122, -2.24937], [-2.06070, -1.90008, -0.88055], [-2.79373, -3.92172, 0.01798], [0.60533, -3.27332, -0.34106], [0.58060, -2.92747, -2.13867], [-0.64289, -0.12460, -4.30501], [0.30577, 3.77457, -2.30839], [-0.53344, 2.56826, -3.50410], [-2.04624, 2.23915, -1.04160], [-3.39111, 2.44317, -2.65614], [1.71612, 3.07301, -0.35365], [1.85189, -2.68990, 4.31891], [1.92462, -0.99034, 6.52443], [2.53319, 1.59436, 6.21514], [3.94703, 0.75462, 0.97120], [1.17565, -3.98548, 4.14482]], "forces_ev_per_a": [[0.74, -0.79, 0.73], [0.35, 0.18, -0.68], [-0.50, -0.76, -1.65], [-0.18, 0.99, -0.33], [0.17, 0.27, 0.21], [1.00, 2.91, 1.08], [2.64, 1.28, 1.87], [1.35, 0.02, 0.13], [2.10, -1.58, 1.69], [0.06, -0.67, 1.06], [0.09, -1.35, -0.90], [0.23, -0.04, 1.31], [-0.72, 1.26, 1.37], [1.25, -2.98, 1.59], [2.04, 0.45, -2.64], [-2.93, -0.46, -1.71], [-1.05, -4.22, -0.06], [-3.16, -0.45, -2.89], [-1.16, 2.71, -1.14], [-0.66, 1.72, 0.75], [-0.21, 1.86, 1.57], [0.99, 5.58, -0.30], [0.70, 1.70, -2.57], [-0.01, -1.66, -2.80], [-1.06, -4.14, -0.16], [-0.46, -1.72, 0.53], [-0.46, -1.29, 3.30], [-0.86, -2.01, -0.03], [-0.13, 0.61, 0.60], [0.20, -0.51, -0.74], [-1.09, -0.01, 1.44], [0.17, 1.80, 0.12], [1.01, -1.31, -0.35], [1.31, 0.18, -0.08], [-0.58, 1.41, -1.01], [-1.07, 0.49, 1.55], [-0.39, 0.04, 1.44], [-0.77, -1.49, -0.26], [0.15, 0.54, 1.92], [0.52, 1.59, -0.47], [0.72, 0.87, 0.06], [-0.50, -1.66, -0.29], [2.44, 4.74, 0.46], [0.43, 0.44, -2.02], [-0.08, -1.49, -1.46], [-0.59, 0.52, 0.57], [-2.06, -3.59, -0.84]]}